Computed, not measured: a 12-piece molecular cluster, C54H142N10O16 overall, with wB97M-V/def2-TZVPD.

Last column: Löwdin charge in e.
Cartesian coordinates (Å):
C (-2.66, -1.58, -2.32)  -0.035
C (-2.21, -3.04, -2.29)  -0.495
C (-3.37, -4.01, -1.95)  -0.051
O (-1.88, -3.47, -3.56)  -0.049
H (-3.34, -1.33, -3.13)  0.076
H (-1.85, -0.88, -2.53)  0.061
H (-3.16, -1.25, -1.41)  0.061
H (-1.42, -3.20, -1.56)  0.111
H (-2.97, -4.98, -1.67)  0.059
H (-4.00, -4.32, -2.79)  0.081
H (-3.95, -3.63, -1.11)  0.063
H (-1.12, -2.95, -3.84)  0.040
C (5.02, 4.18, 0.71)  -0.034
C (6.40, 3.84, -0.02)  -0.449
C (7.48, 4.93, 0.01)  -0.066
O (6.90, 2.72, 0.70)  -0.084
H (4.41, 3.29, 0.84)  0.048
H (4.46, 4.91, 0.11)  0.076
H (5.20, 4.58, 1.71)  0.061
H (6.25, 3.50, -1.04)  0.102
H (8.36, 4.45, -0.43)  0.070
H (7.73, 5.18, 1.04)  0.078
H (7.24, 5.88, -0.47)  0.076
H (7.79, 2.45, 0.46)  0.081
C (-1.60, -4.65, 1.11)  -0.054
C (-2.56, -5.05, 2.22)  -0.430
C (-3.94, -5.35, 1.59)  -0.170
O (-4.82, -5.65, 2.70)  -0.195
C (-6.06, -6.15, 2.28)  -0.130
N (-2.02, -6.19, 2.93)  0.070
H (-0.56, -4.70, 1.40)  0.056
H (-1.74, -3.62, 0.77)  0.065
H (-1.78, -5.28, 0.23)  0.072
H (-2.76, -4.16, 2.81)  0.118
H (-3.90, -6.17, 0.89)  0.130
H (-4.29, -4.40, 1.17)  0.122
H (-6.04, -6.93, 1.52)  0.083
H (-6.66, -5.39, 1.78)  0.081
H (-6.63, -6.46, 3.16)  0.086
H (-1.35, -5.79, 3.57)  0.030
H (-2.84, -6.50, 3.43)  0.078
C (0.38, 1.55, -1.17)  -0.019
C (0.87, 1.48, 0.30)  -0.421
C (1.50, 0.16, 0.73)  -0.204
O (0.74, -0.97, 0.36)  -0.175
C (1.37, -2.14, 0.97)  -0.066
N (1.77, 2.54, 0.56)  0.060
H (-0.61, 1.10, -1.26)  0.057
H (1.12, 1.06, -1.81)  0.054
H (0.33, 2.59, -1.51)  0.061
H (0.05, 1.70, 0.98)  0.113
H (1.66, 0.20, 1.81)  0.112
H (2.48, 0.10, 0.27)  0.108
H (1.46, -2.10, 2.06)  0.064
H (2.32, -2.38, 0.49)  0.075
H (0.75, -3.02, 0.81)  0.060
H (2.54, 2.40, -0.07)  0.054
H (1.26, 3.33, 0.19)  0.032
C (2.52, 5.17, 2.98)  -0.067
C (1.79, 4.25, 3.94)  -0.397
C (0.20, 4.25, 3.70)  -0.237
O (-0.39, 3.64, 4.79)  -0.185
C (-1.74, 3.22, 4.38)  -0.064
N (2.27, 2.90, 3.71)  0.040
H (3.58, 4.92, 3.06)  0.063
H (2.29, 6.18, 3.31)  0.074
H (2.06, 5.11, 1.99)  0.054
H (2.04, 4.64, 4.93)  0.130
H (0.03, 3.78, 2.73)  0.099
H (-0.24, 5.25, 3.69)  0.119
H (-2.24, 2.80, 5.25)  0.084
H (-1.73, 2.43, 3.63)  0.067
H (-2.28, 4.07, 3.96)  0.084
H (1.69, 2.31, 4.29)  0.055
H (2.20, 2.57, 2.76)  0.024
C (0.06, 5.85, -2.11)  -0.148
C (0.51, 6.09, -0.66)  -0.400
C (-0.17, 7.45, -0.12)  -0.169
O (0.24, 7.69, 1.27)  -0.221
C (-0.06, 9.02, 1.70)  -0.130
N (0.03, 4.97, 0.10)  0.033
H (0.40, 6.69, -2.71)  0.049
H (-1.01, 5.68, -2.12)  0.051
H (0.51, 5.00, -2.62)  0.044
H (1.60, 6.07, -0.63)  0.133
H (-1.25, 7.50, -0.25)  0.108
H (0.26, 8.24, -0.72)  0.102
H (0.25, 9.13, 2.74)  0.083
H (-1.11, 9.31, 1.58)  0.076
H (0.46, 9.73, 1.07)  0.075
H (-0.98, 5.02, 0.03)  0.078
H (0.11, 5.18, 1.09)  0.039
C (2.87, -8.24, 3.18)  -0.045
C (1.47, -7.52, 3.54)  -0.391
C (1.56, -6.01, 3.78)  -0.188
O (0.27, -5.57, 4.11)  -0.250
C (0.24, -4.20, 4.51)  -0.080
N (0.69, -7.76, 2.37)  0.026
H (3.64, -7.90, 3.87)  0.056
H (3.25, -8.15, 2.16)  0.062
H (2.66, -9.29, 3.36)  0.063
H (0.97, -8.06, 4.35)  0.139
H (1.87, -5.50, 2.87)  0.130
H (2.12, -5.80, 4.70)  0.125
H (0.57, -3.48, 3.76)  0.070
H (0.88, -4.00, 5.37)  0.089
H (-0.81, -3.93, 4.66)  0.084
H (-0.21, -7.30, 2.46)  0.024
H (1.06, -7.25, 1.58)  0.068
C (3.57, 2.18, -4.94)  -0.111
C (3.32, 2.93, -3.61)  -0.413
C (4.16, 2.31, -2.44)  -0.210
O (3.78, 1.01, -2.12)  -0.186
C (4.71, 0.34, -1.35)  -0.132
N (3.47, 4.38, -3.83)  0.023
H (3.01, 2.62, -5.76)  0.042
H (3.38, 1.11, -4.85)  0.052
H (4.57, 2.37, -5.33)  0.062
H (2.28, 2.75, -3.34)  0.106
H (4.08, 2.97, -1.58)  0.093
H (5.21, 2.32, -2.74)  0.113
H (4.97, 0.83, -0.41)  0.068
H (5.66, 0.27, -1.89)  0.094
H (4.38, -0.67, -1.12)  0.075
H (4.37, 4.55, -4.26)  0.043
H (2.89, 4.61, -4.62)  0.011
C (-2.66, 2.52, -2.45)  -0.122
O (-3.91, 1.98, -2.15)  -0.253
C (-4.68, 1.50, -3.24)  -0.210
C (-5.90, 0.73, -2.73)  -0.225
N (-6.86, 0.57, -3.79)  -0.070
C (-8.06, -0.04, -3.25)  -0.219
C (-8.86, -0.71, -4.40)  -0.227
O (-10.03, -1.32, -3.91)  -0.189
C (-11.05, -0.37, -3.59)  -0.103
H (-2.03, 1.76, -2.92)  0.067
H (-2.26, 2.90, -1.52)  0.075
H (-2.82, 3.36, -3.13)  0.074
H (-4.12, 0.91, -3.96)  0.108
H (-5.05, 2.42, -3.70)  0.120
H (-6.24, 1.37, -1.92)  0.109
H (-5.58, -0.22, -2.32)  0.113
H (-6.47, -0.05, -4.48)  0.108
H (-8.55, 0.81, -2.79)  0.117
H (-7.85, -0.79, -2.48)  0.119
H (-8.24, -1.45, -4.90)  0.121
H (-9.06, 0.01, -5.20)  0.115
H (-10.94, -0.04, -2.56)  0.084
H (-12.04, -0.84, -3.58)  0.078
H (-11.12, 0.38, -4.37)  0.089
C (3.46, -1.23, 4.63)  -0.132
O (4.19, -1.56, 3.49)  -0.198
C (4.84, -0.41, 2.91)  -0.181
C (5.60, -0.88, 1.65)  -0.189
N (6.81, -1.66, 2.04)  -0.034
C (7.33, -2.39, 0.91)  -0.226
C (6.69, -3.74, 0.62)  -0.220
O (6.51, -4.44, 1.88)  -0.201
C (5.81, -5.70, 1.69)  -0.088
H (3.21, -2.13, 5.19)  0.078
H (2.49, -0.87, 4.28)  0.065
H (3.92, -0.53, 5.32)  0.092
H (5.54, -0.04, 3.66)  0.127
H (4.14, 0.35, 2.58)  0.110
H (6.07, 0.03, 1.27)  0.102
H (4.91, -1.38, 0.98)  0.098
H (6.56, -2.31, 2.76)  0.093
H (8.37, -2.70, 1.04)  0.106
H (7.45, -1.85, -0.03)  0.118
H (7.19, -4.36, -0.13)  0.118
H (5.72, -3.56, 0.14)  0.098
H (6.36, -6.36, 1.03)  0.081
H (4.85, -5.49, 1.24)  0.076
H (5.73, -6.16, 2.68)  0.082
C (-2.09, 2.26, -6.58)  -0.177
O (-1.47, 1.00, -6.85)  -0.201
C (-0.77, 0.49, -5.72)  -0.250
C (-0.20, -0.89, -6.06)  -0.176
N (0.18, -1.67, -4.86)  -0.050
C (1.14, -0.97, -3.99)  -0.168
C (1.55, -1.80, -2.74)  -0.186
O (2.21, -2.96, -3.23)  -0.185
C (2.34, -4.02, -2.27)  -0.093
H (-2.32, 2.78, -7.51)  0.074
H (-1.58, 2.89, -5.85)  0.047
H (-3.07, 2.09, -6.14)  0.062
H (-1.51, 0.39, -4.92)  0.100
H (-0.05, 1.20, -5.34)  0.103
H (0.61, -0.72, -6.78)  0.114
H (-1.02, -1.31, -6.65)  0.118
H (0.76, -2.43, -5.18)  0.105
H (0.69, -0.04, -3.62)  0.090
H (2.00, -0.66, -4.58)  0.108
H (0.72, -2.11, -2.10)  0.101
H (2.22, -1.23, -2.10)  0.099
H (3.00, -3.83, -1.42)  0.066
H (2.69, -4.92, -2.77)  0.084
H (1.39, -4.34, -1.84)  0.079
C (-6.45, 3.66, 1.99)  -0.136
O (-5.22, 2.98, 1.82)  -0.197
C (-5.37, 1.87, 0.90)  -0.210
C (-4.05, 1.17, 0.66)  -0.187
N (-3.70, 0.30, 1.83)  -0.031
C (-2.34, -0.17, 1.68)  -0.179
C (-1.75, -0.91, 2.97)  -0.149
O (-1.91, -0.17, 4.20)  -0.217
C (-1.15, -0.61, 5.32)  -0.094
H (-6.33, 4.58, 2.55)  0.083
H (-7.26, 3.07, 2.44)  0.081
H (-6.79, 3.95, 1.00)  0.076
H (-5.92, 2.20, 0.02)  0.098
H (-6.05, 1.18, 1.40)  0.119
H (-3.33, 1.88, 0.26)  0.105
H (-4.23, 0.55, -0.23)  0.090
H (-3.87, 0.79, 2.70)  0.098
H (-1.72, 0.70, 1.49)  0.084
H (-2.20, -0.79, 0.80)  0.102
H (-0.68, -1.05, 2.79)  0.095
H (-2.22, -1.87, 3.16)  0.100
H (-1.45, -1.60, 5.66)  0.078
H (-1.33, 0.17, 6.07)  0.087
H (-0.08, -0.55, 5.16)  0.073

Output
**Frontier orbital gap (spin up / spin down)**: 0.05072 / 0.31938 hartree
**Net charge**: -1
**HOMO level (spin up / spin down)**: 0.54 / -6.79 eV
**Multiplicity**: 2
**Energy**: -3893.59434 a.u.